# 1
DFT (ωB97M-V with the def2-TZVPD basis set) results for a 2-piece molecular cluster, C24H38ClN2O7S overall in a non-equilibrium geometry.

```
73
Properties=species:S:1:pos:R:3:forces:R:3:lowdin_charge:R:1
Cl -2.18410 1.72539 1.60557 -0.086 1.454 -0.193 0.808
S -0.90968 1.36502 -3.34856 0.980 -1.268 -0.830 0.676
O -0.07221 -0.62828 0.74881 0.535 0.924 0.064 0.146
O 0.31439 1.44845 1.69689 -0.729 -0.691 -0.415 -0.037
O -4.78019 2.84775 -2.77648 0.128 -0.346 0.560 0.020
O -1.61960 0.45984 -4.20913 -0.845 0.464 0.505 -0.335
O 0.51925 1.37111 -3.54806 -0.097 0.628 0.748 -0.343
O 3.23273 -5.44008 2.72442 0.275 0.633 0.573 -0.018
O 1.30709 3.09427 0.07343 -0.061 0.065 0.731 -0.010
N 3.71925 -4.35045 2.18845 -1.165 -2.632 -0.821 -0.066
N -4.18473 5.40656 -1.64960 0.491 -0.174 0.054 -0.060
C -5.38090 2.87005 0.87776 -0.019 -0.197 -0.294 -0.073
C 5.85796 -3.49653 1.25614 -0.066 0.434 -0.010 -0.026
C -2.78837 5.01697 -1.74986 0.656 0.384 0.338 -0.219
C -4.92308 4.90436 -0.51094 -0.961 -0.069 0.148 -0.182
C 1.34688 -3.55654 2.32974 0.003 -0.554 0.405 -0.038
C -0.56881 2.54588 1.40307 1.269 -0.882 -0.032 -0.473
C -5.54449 1.50611 1.13902 -0.088 -0.067 -0.809 -0.125
C -5.12758 3.38509 -0.42610 0.062 -0.678 0.879 -0.136
C 5.79724 -5.78016 2.07806 -0.534 -0.362 0.457 -0.056
C 4.92024 -4.72797 1.38518 1.942 0.810 -0.359 -0.476
C 0.03325 0.55518 0.64264 -0.570 0.254 -0.425 -0.441
C -5.25093 1.07194 -1.22933 -0.169 -0.508 0.810 -0.018
C 2.60593 -3.66123 1.46352 -0.712 1.993 -0.356 -0.485
C -0.11680 2.84756 -0.05033 1.021 0.395 -1.028 -0.422
C -2.04113 4.63842 -0.43670 0.710 -0.087 -0.459 -0.158
C 3.47320 -4.55033 -0.74751 0.020 -0.003 0.017 -0.178
C -5.06194 2.44022 -1.46995 0.018 0.250 0.281 -0.263
C 2.96239 -2.19250 1.15512 0.359 0.183 -0.179 -0.042
C -5.49969 0.59185 0.07121 0.280 0.811 -0.013 -0.083
C 2.25225 -4.35428 0.14498 0.294 -0.416 -0.235 -0.136
C -0.62116 4.09156 -0.82164 -1.138 -0.022 -0.036 -0.092
C -1.32679 1.04092 -1.60044 -0.060 1.120 0.600 -0.168
C -0.16729 1.42013 -0.66259 0.619 -0.426 0.488 -0.184
C 4.56180 -5.30721 0.00478 -0.592 -0.082 -0.237 -0.143
H 1.79535 -5.32970 0.34308 0.083 0.007 0.156 0.126
H 3.85446 -3.59190 -1.11109 -0.037 0.028 0.062 0.106
H -1.67284 0.00720 -1.45638 0.207 0.272 -0.405 0.127
H 5.45817 -5.36167 -0.61735 0.118 0.046 0.216 0.120
H -5.44203 3.55459 1.73133 0.137 -0.083 -0.408 0.115
H 5.32423 -6.76152 2.11205 -0.097 0.091 0.070 0.077
H 2.09311 -1.66125 0.76490 -0.073 -0.247 0.124 0.061
H 4.22045 -6.34083 0.12624 -0.019 0.046 0.196 0.122
H 0.81121 1.24686 -1.15315 -0.641 0.092 -0.177 0.151
H 3.73623 -2.07964 0.39717 0.071 -0.047 0.081 0.064
H -2.54452 3.88103 0.18208 -0.199 0.383 -0.406 0.059
H -5.19247 0.34723 -2.04773 -0.015 0.481 0.116 0.123
H 3.28351 -1.66820 2.05822 0.023 -0.064 -0.006 0.096
H -1.33723 2.65879 -3.56932 -0.101 -0.486 0.284 0.068
H 1.57049 -3.08075 3.28693 0.032 -0.050 -0.010 0.093
H 1.69524 3.10032 -0.81090 -0.195 0.065 0.045 0.114
H 3.18469 -5.11720 -1.63632 0.048 0.019 0.004 0.113
H 5.37614 -2.54834 1.47554 -0.130 -0.066 -0.108 0.054
H 0.09961 4.91558 -0.69482 -0.106 -0.592 0.144 0.131
H -3.85602 2.59800 -2.90275 -0.243 0.050 -0.460 0.065
H -0.58243 3.84692 -1.90496 -0.076 0.121 0.479 0.098
H -5.93916 5.35081 -0.55258 0.487 -0.140 -0.085 0.135
H 6.04094 -5.48357 3.09996 -0.055 0.024 -0.027 0.090
H -5.70177 1.11467 2.14663 0.005 0.377 -0.251 0.104
H -2.16247 1.74103 -1.38275 0.107 -0.579 -0.150 0.085
H -4.27139 6.40932 -1.74555 -0.154 -0.182 0.161 0.111
H -2.59906 4.19751 -2.48016 -0.490 0.235 0.298 0.075
H 1.50021 -3.77132 -0.39243 -0.011 0.138 0.216 0.125
H -4.51822 5.22672 0.47508 -0.006 -0.193 -0.437 0.113
H -1.88848 5.54695 0.17636 -0.273 -0.456 -0.133 0.123
H 6.29282 -3.42320 0.25761 -0.012 -0.039 0.010 0.087
H -0.39351 3.38481 2.08652 -0.309 -0.503 0.022 0.149
H 6.68160 -3.54958 1.97021 -0.022 -0.183 -0.038 0.077
H -5.63078 -0.46916 0.29835 0.067 0.319 -0.376 0.105
H 0.89212 -4.52733 2.52621 0.185 -0.039 0.063 0.080
H 6.73460 -5.89793 1.53125 -0.071 0.221 -0.113 0.090
H 0.59191 -2.95068 1.82873 0.204 0.081 -0.136 0.071
H -2.23909 5.88641 -2.16775 -0.210 -0.485 0.051 0.131
```
Positions in Å, forces in eV/Å.

Computed properties:
M	534.1	g mol⁻¹
2S+1	2
frontier orbital gap (spin up / spin down)	8.632 / 9.322	eV


# 2
DFT (ωB97M-V with the def2-TZVPD basis set) results for C24H38CrN7S as an isolated structure.

```
71
Properties=species:S:1:pos:R:3:forces:R:3:lowdin_charge:R:1
Cr 0.39078 -0.09387 -0.30542 -0.312 -0.141 0.059 0.531
S 0.57187 -2.41232 0.59997 0.119 0.105 0.003 0.777
N 1.39209 -1.29514 -2.31977 -0.010 -0.087 0.146 -0.080
N 0.82535 -1.39042 3.11124 -0.043 0.209 -0.199 0.061
N -1.59958 -0.55209 -1.19046 -0.010 0.001 0.130 -0.115
N 0.44000 -3.53304 3.02183 -0.030 0.078 -0.109 0.031
N 2.68630 1.15583 -2.39687 0.157 -0.100 -0.045 -0.022
N 2.59824 0.36432 1.70370 -0.042 0.052 -0.165 -0.002
N 0.19000 1.59418 -1.69828 0.320 -0.185 -0.145 -0.098
C -2.09464 0.67416 -1.84783 -0.053 0.031 -0.033 -0.157
C -3.48066 -1.26039 2.48799 -0.050 0.040 0.033 -0.070
C -0.88041 -2.07399 -3.08558 0.007 -0.032 0.010 -0.154
C -0.61488 0.84477 1.23369 0.004 -0.100 0.022 -0.177
C -1.84084 -1.80286 -1.93730 -0.053 0.017 -0.005 -0.194
C 1.98877 -0.79266 -3.57675 -0.011 -0.022 -0.122 -0.188
C -3.72256 0.94776 3.37753 0.020 0.016 -0.047 -0.030
C 0.53000 -2.45810 -2.65264 0.015 -0.029 0.051 -0.228
C -2.33835 -0.88895 1.83601 0.012 -0.033 -0.021 -0.093
C 2.26253 0.34619 0.47174 -0.014 0.039 0.023 -0.306
C -0.14947 2.10509 1.52417 -0.007 0.090 -0.004 -0.135
C 0.60436 3.01711 -1.56970 -0.243 0.006 -0.018 -0.177
C -2.02343 2.66150 2.91811 -0.049 -0.027 -0.006 -0.036
C 2.10140 3.20808 -1.36556 0.075 0.193 0.089 -0.162
C 0.63353 -2.41374 2.31148 -0.085 -0.076 0.016 -0.744
C -2.53131 1.35323 2.72318 -0.031 0.077 0.091 -0.166
C -1.82178 0.43600 1.90422 0.069 -0.037 -0.003 -0.184
C 0.76618 -1.76264 4.51794 0.041 -0.087 0.080 -0.092
C 2.94587 2.55315 -2.45286 0.089 0.035 -0.126 -0.208
C -4.19649 -0.32490 3.26398 0.021 -0.056 -0.024 -0.077
C 3.10207 0.23831 -3.39102 0.084 0.087 -0.154 -0.199
C 0.53304 -3.29275 4.45877 0.041 0.010 0.096 -0.107
C -0.83906 3.01951 2.35388 0.036 -0.040 -0.042 -0.067
C -0.98609 1.40826 -2.57584 -0.098 0.015 0.115 -0.161
H 0.28485 -4.42654 2.59000 -0.031 0.044 0.009 0.141
H 1.70124 -1.51188 5.01758 -0.023 0.016 0.002 0.124
H -4.24744 1.67532 3.98323 -0.015 0.027 0.032 0.115
H 3.58996 0.59016 1.81655 -0.080 -0.029 0.150 0.054
H 2.38511 -1.63273 -4.15868 -0.023 0.040 -0.016 0.124
H -2.13701 -0.63533 -0.32721 0.111 -0.008 -0.151 0.069
H -2.87035 -1.80332 -2.31331 0.037 0.012 -0.005 0.126
H 1.00739 1.15572 -2.15555 -0.191 0.113 0.061 0.037
H 3.34588 0.68960 -4.36342 0.027 -0.014 0.053 0.129
H 0.79416 2.43306 1.10622 -0.008 0.015 0.010 0.069
H -0.85824 -1.23591 -3.78441 -0.011 0.007 -0.036 0.100
H -2.91024 0.44463 -2.54298 0.010 0.004 0.056 0.131
H -0.38616 -3.58696 4.96371 0.014 0.013 -0.018 0.119
H 2.28767 4.28441 -1.34426 0.021 -0.034 0.016 0.126
H -1.78244 -1.64151 1.28985 -0.014 0.001 0.011 0.047
H -1.36226 2.37696 -2.91140 -0.003 -0.036 0.013 0.126
H -0.04833 -1.23413 5.01312 0.000 -0.038 0.001 0.123
H 0.31777 3.53184 -2.49438 0.023 0.018 0.027 0.121
H -0.68260 0.86058 -3.47158 -0.014 0.006 0.025 0.106
H -0.42367 4.00375 2.52807 0.014 0.025 0.004 0.107
H -2.49376 1.31958 -1.06209 0.041 0.008 -0.027 0.134
H 0.05128 3.48495 -0.75481 -0.028 -0.026 -0.001 0.114
H 2.72295 2.95931 -3.45383 0.007 -0.017 0.014 0.137
H -3.83146 -2.28151 2.41794 -0.018 -0.036 0.001 0.105
H 0.47325 -3.10558 -1.77744 -0.004 0.003 -0.060 0.051
H 1.17077 -0.49112 2.75701 0.194 -0.049 -0.015 0.089
H 4.01647 2.74958 -2.28588 -0.018 0.006 -0.018 0.142
H -2.58111 3.35423 3.53541 -0.006 0.005 0.036 0.114
H -1.75913 -2.61827 -1.21488 -0.021 -0.005 -0.010 0.107
H -5.10146 -0.62212 3.77560 -0.023 -0.007 0.001 0.105
H 4.01675 -0.25978 -3.03391 -0.023 -0.016 0.012 0.141
H 3.03302 0.58566 -0.28259 0.122 -0.144 0.106 0.032
H 2.41829 2.80844 -0.40039 -0.045 0.020 0.000 0.093
H 1.36415 -3.85192 4.88919 -0.026 0.018 0.014 0.119
H -1.29261 -2.91373 -3.64943 0.005 -0.002 0.005 0.126
H 1.00375 -3.04769 -3.44494 -0.004 0.017 0.011 0.119
H 1.18780 -0.35048 -4.17477 0.012 0.032 0.013 0.113
H 2.15294 -1.63686 -1.73488 0.020 -0.038 -0.022 0.099
```
Positions in Å, forces in eV/Å.

Computed properties:
M	508.7	g mol⁻¹
2S+1	5
relative energy (zero: lowest compared OMol25 entry of this formula, charge and spin)	0.000	eV
frontier orbital gap (spin up / spin down)	8.157 / 6.683	eV
net charge	+1


# 3
DFT (ωB97M-V with the def2-TZVPD basis set) results for C24H38N3O4ReS2Si as an isolated structure in a non-equilibrium geometry.

```
73
Properties=species:S:1:pos:R:3:forces:R:3:lowdin_charge:R:1
Re 1.69650 -1.31427 2.33485 -0.667 1.230 2.332 0.906
S 0.52620 0.38453 1.36775 0.771 -0.878 1.278 0.532
S 3.83430 -0.95097 1.37715 -0.566 -0.331 0.831 0.602
Si -0.13320 1.57943 -0.41715 0.461 -0.823 0.240 -0.029
O 0.77780 2.84983 -0.14615 0.034 0.151 0.241 -0.133
O 0.16190 0.84993 -1.79565 0.154 0.232 -0.237 -0.115
O -2.05270 -5.88277 -1.37285 -0.125 0.022 0.134 0.090
O -1.69600 1.62773 -0.08585 -0.065 -0.043 -0.244 -0.137
N -0.18730 -6.23937 -2.57485 0.127 -0.174 -0.234 0.196
N 1.00890 -2.76217 0.99675 -0.013 -0.801 -0.508 -0.151
N 3.23530 0.02183 -1.19735 -0.173 0.221 -0.599 0.128
C 1.08180 -2.73087 4.43765 0.456 0.389 -0.834 -0.120
C 0.02990 4.45443 -1.78995 0.143 -0.148 0.280 -0.013
C 1.74300 -3.42727 0.08915 0.367 0.115 -0.066 -0.102
C 3.45550 -0.35747 -0.13545 0.081 -0.175 -0.280 -0.809
C -0.12920 -4.71517 -0.67585 0.143 0.489 0.550 -0.091
C -1.83720 0.54683 -3.10075 0.253 -0.082 0.144 -0.011
C 0.30930 -1.54487 4.45915 0.290 0.397 -0.354 -0.144
C -0.29230 -3.10277 1.09405 -0.200 0.024 0.089 -0.121
C 1.19980 -0.43777 4.53825 -0.136 -0.245 -0.311 -0.193
C -0.75270 -1.36977 -1.89265 0.148 0.341 -0.085 -0.019
C -0.87670 -5.67277 -1.56725 0.031 -0.079 -0.125 -0.496
C -0.51700 -0.07097 -2.65525 -0.165 -0.248 -0.383 -0.616
C -1.75870 3.01673 1.91755 -0.019 -0.127 -0.226 -0.032
C 2.52840 -0.94217 4.52365 0.006 -0.219 -0.226 -0.218
C 2.30760 3.40803 -1.92465 -0.186 -0.014 0.237 -0.019
C 2.45140 -2.36867 4.46625 -0.213 0.267 -0.318 -0.161
C 1.76050 5.00283 -0.05745 -0.167 -0.312 -0.169 -0.015
C -2.51500 2.04853 1.01775 -0.418 0.121 0.345 -0.629
C 1.21940 3.92803 -0.99575 0.250 0.538 -0.247 -0.618
C -2.91420 0.79963 1.80305 0.090 0.201 -0.223 -0.031
C 0.41150 -0.30237 -3.84495 -0.166 0.067 0.324 -0.013
C -3.73140 2.71943 0.38505 0.297 -0.183 0.089 -0.011
C -0.88210 -4.05217 0.29565 0.083 -0.151 -0.310 0.028
C 1.22410 -4.40057 -0.74305 -0.367 -0.007 0.034 0.023
H -1.38860 -1.18217 -1.03205 -0.181 -0.011 0.172 0.082
H -0.76470 4.75593 -1.11215 -0.130 0.105 0.071 0.086
H 3.27890 -3.04417 4.59225 0.116 -0.081 -0.245 0.116
H 2.78560 -3.15137 0.01125 -0.031 0.016 0.097 0.092
H 0.91230 0.58603 4.71115 0.004 0.081 -0.251 0.119
H -1.42240 3.87463 1.34455 0.045 0.199 -0.046 0.083
H 1.37200 -0.67947 -3.50395 0.113 -0.033 0.046 0.079
H -1.65000 1.48533 -3.61515 -0.002 0.121 -0.097 0.092
H -4.24500 2.01393 -0.26345 -0.088 -0.045 -0.058 0.089
H -1.93360 -4.28447 0.39025 -0.003 0.036 0.013 0.135
H -2.35720 -0.12487 -3.77575 -0.097 -0.089 -0.119 0.095
H 2.57800 4.60023 0.53395 0.113 -0.015 0.056 0.090
H 3.42110 -0.37157 4.72645 0.028 0.028 -0.204 0.120
H 0.57590 0.63103 -4.37565 0.027 0.103 -0.075 0.091
H 0.77810 -6.05937 -2.78445 -0.085 0.028 0.070 0.099
H 0.32900 5.31243 -2.38485 -0.017 0.063 -0.108 0.098
H -3.40530 3.56613 -0.21355 -0.020 0.123 -0.052 0.089
H -0.87640 -2.56377 1.82945 0.049 -0.022 -0.013 0.108
H -2.40250 3.35993 2.72105 -0.105 0.049 0.099 0.098
H 3.15590 3.05403 -1.34605 0.125 -0.038 0.038 0.085
H -0.35250 3.67893 -2.44865 -0.073 -0.088 -0.210 0.080
H 2.63340 4.20413 -2.58795 0.068 0.076 -0.092 0.095
H -0.76440 -1.48897 4.51375 -0.106 0.020 -0.103 0.116
H -0.88870 2.52783 2.34875 0.075 0.026 0.106 0.047
H -4.42020 3.06743 1.14915 -0.085 0.040 0.086 0.093
H -3.42790 0.09343 1.15585 -0.098 -0.078 -0.080 0.091
H 1.89990 -4.87747 -1.43285 0.090 -0.025 -0.108 0.119
H -0.03820 -1.01797 -4.52665 -0.046 -0.100 -0.129 0.090
H -0.69880 -6.86337 -3.17935 0.060 0.021 0.011 0.128
H -2.02390 0.32333 2.21085 0.001 -0.033 0.081 0.029
H 0.20030 -1.76617 -1.55225 0.153 -0.072 0.043 0.073
H -2.46080 0.74053 -2.23385 -0.167 0.021 0.037 0.074
H 0.69410 -3.73427 4.44705 -0.030 -0.138 -0.142 0.118
H -3.57390 1.07593 2.62005 -0.109 0.001 0.114 0.094
H -1.23420 -2.09797 -2.53605 -0.120 -0.170 -0.084 0.099
H 1.93050 2.57623 -2.51205 0.005 -0.074 -0.138 0.073
H 0.97620 5.33853 0.61635 -0.073 0.086 0.071 0.085
H 2.12050 5.84883 -0.63615 0.054 0.105 -0.021 0.093
```
Positions in Å, forces in eV/Å.

Computed properties:
M	711.0	g mol⁻¹
2S+1	2
frontier orbital gap (spin up / spin down)	6.146 / 6.105	eV
net charge	+1